No. 1
DFT (ωB97M-V/def2-TZVPD) results for C22H47N5O10P2V as an isolated structure.

Calculated values
Multiplicity: 2
M, g mol⁻¹: 654.5
Charge: +2
Electronic energy, eV: -95763.3227
Expectation value of S²: 0.76
HOMO (alpha / beta), Eh: -0.545 / -0.545

Atoms and positions in Å:
V1 -1.3703 0.6242 0.7502
C1 3.7161 0.3273 -2.8705
C2 2.6779 -0.4211 -2.0320
C3 3.4229 -1.5307 -1.2615
C4 2.7353 -2.5325 -0.2854
C5 2.4590 -3.8485 -1.0042
C6 3.6506 -2.7776 0.9112
N1 1.4435 -1.9356 0.3075
C7 0.1396 -2.6429 0.1492
C8 -0.5521 -2.2129 -1.1293
N2 -1.5561 -1.1193 -0.9635
C9 -2.8235 -1.7574 -0.5389
C10 -3.7215 -0.8107 0.2223
O1 -4.8120 -1.0632 0.6114
O2 -3.1104 0.3828 0.4411
C11 -1.6883 -0.4560 -2.3270
C12 -2.0436 -1.4310 -3.4550
C13 -2.6729 0.7097 -2.3658
C14 -2.1731 2.1136 -1.9640
C15 -3.3577 2.9310 -1.4447
C16 -1.6197 2.8197 -3.2040
N3 -1.1410 2.0781 -0.8266
C17 0.2714 2.4782 -1.1524
C18 1.2160 1.5477 -1.9174
N4 1.8591 0.4645 -1.1599
C19 2.5643 1.0059 -0.0036
C20 1.7443 0.8491 1.2624
O3 2.2173 0.8924 2.3523
O4 0.4212 0.6309 1.0274
H1 4.3189 -0.3781 -3.4413
H2 4.3925 0.8984 -2.2301
H3 3.2579 1.0089 -3.5845
H4 1.9607 -0.8865 -2.7201
H5 4.2665 -1.0727 -0.7416
H6 3.8849 -2.1395 -2.0390
H7 3.4058 -4.2197 -1.3932
H8 1.7815 -3.7331 -1.8531
H9 2.0718 -4.6154 -0.3344
H10 4.6112 -3.1616 0.5703
H11 3.2142 -3.5103 1.5925
H12 3.8317 -1.8541 1.4669
H13 1.5580 -1.7798 1.3251
H14 1.3168 -1.0033 -0.1344
H15 -0.4623 -2.3950 1.0197
H16 0.3110 -3.7128 0.1620
H17 -1.0428 -3.0787 -1.5758
H18 0.1957 -1.8777 -1.8487
H19 -2.6119 -2.5858 0.1386
H20 -3.3822 -2.1720 -1.3789
H21 -0.6839 -0.0815 -2.5166
H22 -3.0832 -1.7568 -3.4083
H23 -1.4062 -2.3111 -3.4989
H24 -1.9241 -0.9040 -4.4011
H25 -3.5796 0.4613 -1.8184
H26 -3.0034 0.8013 -3.4007
H27 -4.1581 2.9289 -2.1842
H28 -3.0667 3.9712 -1.2797
H29 -3.7572 2.5196 -0.5184
H30 -2.4248 2.8909 -3.9341
H31 -0.7979 2.2821 -3.6789
H32 -1.2992 3.8387 -2.9895
H33 -1.4364 2.8589 -0.2381
H34 0.7187 2.7672 -0.2016
H35 0.2235 3.3945 -1.7369
H36 1.9900 2.2280 -2.2957
H37 0.7417 1.1248 -2.8019
H38 2.8212 2.0662 -0.1075
H39 3.5055 0.4956 0.1818
N5 -1.9286 0.9292 4.8958
C21 -0.5785 0.9194 4.1719
C22 0.5299 1.0689 5.2049
P1 -0.6676 2.4362 3.0683
O5 -1.5162 3.3657 4.0630
O6 0.5889 3.0429 2.6398
O7 -1.6917 2.0310 1.9680
P2 -0.5356 -0.7767 3.3732
O8 -1.2990 -1.5756 4.5394
O9 0.7803 -1.3795 3.0967
O10 -1.5448 -0.6872 2.2164
H40 -2.0480 1.8222 5.3827
H41 -1.9776 0.1420 5.5484
H42 -2.7066 0.8319 4.2345
H43 0.4324 2.0079 5.7531
H44 1.4861 1.0705 4.6860
H45 0.5207 0.2412 5.9170
H46 -1.1649 4.2650 4.1259
H47 -0.8351 -2.3777 4.8146

No. 2
DFT (ωB97M-V/def2-TZVPD) results for an isolated molecule of C22H33N3O4.

Calculated values
Energy above the lowest of the compared OMol25 structures with the same formula, charge and spin, kJ/mol: 166.6
M, g mol⁻¹: 403.5
Charge: 0
Electronic energy, eV: -36010.0667
HOMO, Eh: -0.302

Atoms and positions in Å:
C1 3.2084 -3.4992 -5.7717
O1 2.5654 -3.6859 -4.5359
C2 2.6606 -2.6965 -3.5893
C3 3.2790 -1.4745 -3.8162
C4 3.3113 -0.5067 -2.8277
C5 2.7140 -0.7425 -1.6077
C6 2.0783 -1.9512 -1.3550
C7 1.4043 -2.1960 -0.0232
N1 0.0549 -1.6798 0.1413
C8 -0.9627 -2.3649 -0.6169
C9 -1.0189 -1.9692 -2.1066
N2 -0.5592 -0.6126 -2.3196
C10 -0.0811 0.2481 -1.4058
O2 0.3107 1.3588 -1.7198
C11 -0.1614 -0.2449 0.0429
C12 0.6998 0.6089 0.9900
C13 -0.1193 1.0761 2.1831
O3 -0.0962 0.4495 3.2287
N3 -0.8903 2.1787 2.0240
C14 -0.8739 3.0246 0.8518
C15 -1.6724 2.6313 3.1688
C16 -1.3294 4.0613 3.5881
C17 -2.0907 4.4161 4.8625
C18 -3.5941 4.2762 4.6427
C19 -3.9391 2.8585 4.1961
C20 -3.1777 2.4977 2.9237
C21 2.0725 -2.9475 -2.3358
O4 1.4276 -4.1221 -2.0195
C22 2.0004 -5.3446 -2.4342
H1 3.0363 -4.4178 -6.3312
H2 4.2855 -3.3482 -5.6479
H3 2.7830 -2.6561 -6.3255
H4 3.7362 -1.2662 -4.7700
H5 3.8001 0.4353 -3.0206
H6 2.7459 0.0122 -0.8391
H7 1.3370 -3.2723 0.1483
H8 2.0237 -1.7696 0.7687
H9 -0.7906 -3.4390 -0.5459
H10 -1.9242 -2.1383 -0.1430
H11 -2.0491 -2.0568 -2.4724
H12 -0.3946 -2.6458 -2.6967
H13 -0.4872 -0.3084 -3.2815
H14 -1.2151 -0.0957 0.3307
H15 1.1243 1.4451 0.4344
H16 1.5074 0.0089 1.4036
H17 -1.8403 3.5154 0.7538
H18 -0.1015 3.7958 0.9347
H19 -0.6934 2.4575 -0.0565
H20 -1.3979 1.9529 3.9844
H21 -0.2540 4.1437 3.7581
H22 -1.6061 4.7639 2.7995
H23 -1.7786 3.7479 5.6678
H24 -1.8517 5.4385 5.1628
H25 -4.1281 4.5149 5.5646
H26 -3.9162 4.9864 3.8771
H27 -3.6714 2.1545 4.9866
H28 -5.0138 2.7739 4.0208
H29 -3.4057 1.4721 2.6267
H30 -3.4928 3.1637 2.1169
H31 1.5709 -6.1045 -1.7807
H32 3.0866 -5.3363 -2.3147
H33 1.7546 -5.5755 -3.4728

No. 3
DFT (ωB97M-V/def2-TZVPD) results for an isolated molecule of C4H9NO.

Calculated values
Energy above the lowest of the compared OMol25 structures with the same formula, charge and spin, kJ/mol: 238.8
M, g mol⁻¹: 87.1
Charge: 0
Electronic energy, eV: -7829.8446
HOMO, Eh: -0.346

Atoms and positions in Å:
C1 -1.4266 0.0460 -1.9873
N1 -0.2799 0.4298 -1.2195
C2 0.1354 -0.4568 -0.4236
C3 0.2486 0.0085 0.9999
C4 1.6093 -0.1650 1.6092
O1 -0.1907 1.3360 1.1011
H1 -2.2207 0.2389 -1.2501
H2 -1.4827 -1.0230 -2.2431
H3 -1.5590 0.7098 -2.8318
H4 0.1059 -1.5366 -0.6476
H5 -0.4999 -0.6476 1.4896
H6 1.5815 0.1701 2.6457
H7 1.9213 -1.2124 1.5516
H8 2.2991 0.4578 1.0332
H9 -0.2417 1.6445 0.1727

No. 4
DFT (ωB97M-V/def2-TZVPD) results for C30H35ClN7O3S6Sn as an isolated structure.

Calculated values
Energy above the lowest of the compared OMol25 structures with the same formula, charge and spin, kJ/mol: 0.0
M, g mol⁻¹: 888.2
Charge: -1
Electronic energy, eV: -131615.7246
HOMO, Eh: -0.144

Atoms and positions in Å:
Sn1 -0.7187 -1.0391 -0.1888
S1 -2.9698 -1.2181 -1.4504
C1 -2.5894 -0.2830 -2.8647
C2 -3.6405 0.3260 -3.5532
C3 -3.4373 1.0639 -4.7135
C4 -4.5408 1.7201 -5.3327
N1 -5.4405 2.2664 -5.7977
C5 -2.1376 1.1786 -5.2353
C6 -1.0852 0.5814 -4.5482
C7 -1.2761 -0.1357 -3.3696
S2 0.1311 -0.8456 -2.6145
C8 -1.8708 1.8929 -6.4372
N2 -1.6220 2.4725 -7.4005
H1 -4.6444 0.2288 -3.1636
H2 -0.0790 0.6587 -4.9397
N3 0.4487 1.8559 -1.1328
N4 0.7042 2.9579 -0.3266
C9 -0.2471 3.4697 0.4757
N5 0.1271 4.4705 1.3001
N6 -1.4819 3.0284 0.3155
N7 -2.4682 3.4327 1.1277
O1 -2.2533 4.1034 2.1652
O2 -3.5920 3.0856 0.8218
H3 1.1789 1.1643 -1.0501
H4 0.3116 2.1068 -2.1039
H5 1.6354 3.3444 -0.2871
H6 1.0999 4.6308 1.4912
H7 -0.5777 4.7209 1.9811
C10 -5.6724 -1.9552 0.9193
C11 -4.8966 -3.2136 1.3089
S3 -3.0888 -3.0513 1.5098
C12 -2.8492 -2.8969 3.3039
C13 -3.4907 -1.6886 3.9585
S4 -2.9178 -0.1035 3.2542
C14 -4.4617 0.8584 3.3311
C15 -5.4483 0.6027 2.2017
S5 -6.3656 -0.9785 2.2959
H8 -6.5381 -2.2490 0.3237
H9 -5.0524 -1.2920 0.3230
H10 -4.9848 -3.9272 0.4881
H11 -5.2956 -3.6719 2.2156
H12 -1.7621 -2.8678 3.3946
H13 -3.2134 -3.8090 3.7821
H14 -3.2604 -1.6816 5.0274
H15 -4.5670 -1.7161 3.8291
H16 -4.1349 1.8978 3.2690
H17 -4.9195 0.6966 4.3090
H18 -4.9497 0.6380 1.2360
H19 -6.2144 1.3793 2.2232
Cl1 0.3049 -3.7911 1.4527
C16 -0.1443 -3.2793 -0.2238
H20 -0.9399 -3.9568 -0.5294
H21 0.7368 -3.4785 -0.8366
O3 2.0921 -0.4788 0.3904
S6 3.0960 0.2123 1.2243
C17 4.6034 0.3892 0.1572
C18 4.3673 1.5631 -0.7399
C19 3.8174 1.3898 -2.0062
C20 3.5096 2.4892 -2.7958
C21 3.7323 3.7737 -2.3235
C22 4.2860 3.9575 -1.0613
C23 4.6046 2.8588 -0.2780
C24 3.8039 -1.0149 2.4079
C25 4.6072 -2.1038 1.7764
C26 3.9703 -3.0812 1.0146
C27 4.7065 -4.1018 0.4340
C28 6.0808 -4.1654 0.6163
C29 6.7225 -3.1915 1.3678
C30 5.9893 -2.1607 1.9365
H22 4.6971 -0.5482 -0.3883
H23 5.4532 0.5416 0.8240
H24 3.6085 0.3909 -2.3711
H25 3.0865 2.3363 -3.7803
H26 3.4746 4.6294 -2.9341
H27 4.4707 4.9583 -0.6907
H28 5.0433 3.0001 0.7036
H29 2.9139 -1.4047 2.9054
H30 4.3881 -0.4181 3.1111
H31 2.8957 -3.0491 0.8956
H32 4.1987 -4.8566 -0.1526
H33 6.6511 -4.9751 0.1790
H34 7.7944 -3.2379 1.5135
H35 6.4961 -1.4061 2.5290

No. 5
DFT (ωB97M-V/def2-TZVPD) results for C40H47F9N4OSSb2SeZr as an isolated structure in a non-equilibrium geometry.

Calculated values
Energy above the lowest of the compared OMol25 structures with the same formula, charge and spin, kJ/mol: 277.4
Multiplicity: 2
M, g mol⁻¹: 1216.6
Charge: +3
Electronic energy, eV: -165219.2931
Expectation value of S²: 0.77
HOMO (alpha / beta), Eh: -0.499 / -0.499

Atoms and positions in Å:
Zr1 0.7616 -2.1207 2.5023
C1 3.0232 -2.9766 4.5207
C2 1.7667 -2.9451 5.4371
N1 0.4742 -2.5612 4.7394
C3 -0.2626 -1.3633 5.3887
C4 -0.2021 -0.1823 4.5268
C5 -0.8954 1.0357 4.7699
C6 -0.5648 2.1771 4.0500
C7 0.4192 2.0292 3.0518
C8 1.1238 0.8488 2.9176
C9 2.2323 0.6818 1.9850
N2 2.3879 -0.7368 1.6091
C10 3.7146 -1.2689 1.9798
C11 3.7500 -2.7364 2.1425
N3 2.6739 -3.2059 3.0996
N4 0.6810 -0.2591 3.5501
H1 3.7000 -3.8081 4.8572
H2 3.6188 -2.0731 4.7551
H3 1.9908 -2.2459 6.2302
H4 1.5947 -3.9918 5.7332
H5 -0.1360 -3.3790 4.8849
H6 0.2824 -1.1123 6.2762
H7 -1.2506 -1.6971 5.7025
H8 -1.6412 1.0156 5.5559
H9 -1.0998 3.0731 4.2374
H10 0.9168 2.9024 2.6808
H11 3.1606 0.9055 2.5054
H12 2.0765 1.3235 1.1366
H13 2.2273 -0.9395 0.5778
H14 4.1240 -0.8120 2.9374
H15 4.4761 -0.9864 1.2391
H16 4.7485 -3.0066 2.5433
H17 3.5999 -3.3082 1.2260
H18 2.6438 -4.2220 2.9601
F1 3.0509 0.1925 4.7281
Sb1 3.3828 1.0379 6.4632
F2 4.8463 -0.2246 6.7904
F3 2.0045 -0.2120 7.1107
F4 3.5387 1.8756 8.1025
F5 2.0997 2.2685 5.8809
F6 4.7911 2.0661 5.5751
F7 -7.6650 0.1047 -5.6688
C12 -6.6309 0.7606 -4.9549
C13 -5.5336 1.2090 -5.6883
C14 -4.4979 1.8500 -4.9977
C15 -4.5941 2.2236 -3.6561
C16 -5.8208 1.9311 -3.0056
C17 -6.8481 1.2434 -3.6880
Sb2 -2.9576 2.4891 -2.3017
C18 -3.7716 4.3388 -1.5517
C19 -4.6983 5.1246 -2.2605
C20 -5.2785 6.2427 -1.5887
C21 -4.8448 6.6267 -0.3298
F8 -5.2373 7.7970 0.2562
C22 -4.0062 5.8119 0.3911
C23 -3.5484 4.6190 -0.1995
C24 -1.5645 3.1495 -3.7302
C25 -1.8149 4.2713 -4.5374
C26 -0.9998 4.5615 -5.6468
C27 0.1492 3.7598 -5.8115
F9 0.9787 3.9958 -6.9148
C28 0.4668 2.6932 -4.9671
C29 -0.3927 2.3959 -3.9188
H19 -5.3740 0.8810 -6.7466
H20 -3.5727 2.0387 -5.4966
H21 -6.0672 2.2495 -2.0167
H22 -7.8041 1.1663 -3.1207
H23 -4.8591 4.9937 -3.3259
H24 -6.1172 6.8411 -1.9682
H25 -3.7337 5.9763 1.4541
H26 -2.8232 4.0738 0.3228
H27 -2.5860 4.9502 -4.2807
H28 -1.2582 5.2501 -6.3786
H29 1.3839 2.1120 -4.9624
H30 -0.2926 1.5183 -3.3038
C30 -3.8179 -2.3865 1.8093
S1 -2.3026 -2.6893 0.8600
C31 -2.3499 -4.4809 0.8209
O1 -1.0001 -2.7972 1.8704
H31 -3.5262 -1.9023 2.7147
H32 -4.3061 -3.3192 1.9539
H33 -4.4710 -1.6879 1.2368
H34 -1.3159 -4.9063 0.9059
H35 -2.8049 -4.8789 -0.0944
H36 -2.9546 -4.9055 1.6672
C32 5.1084 -3.4420 -5.4978
C33 4.3363 -3.0767 -4.2654
C34 3.3827 -3.9589 -3.7387
C35 2.5033 -3.6534 -2.6730
C36 1.6832 -4.6297 -1.9214
C37 2.4401 -2.3044 -2.1528
Se1 0.9192 -1.7185 -1.1411
C38 3.4406 -1.4136 -2.6330
C39 3.6006 -0.0247 -2.0616
C40 4.2832 -1.7745 -3.7020
H37 4.5518 -2.8984 -6.3541
H38 5.0644 -4.5119 -5.6852
H39 6.1247 -3.1292 -5.3955
H40 3.4140 -4.9799 -4.0414
H41 2.0443 -4.7977 -0.8921
H42 1.9378 -5.6230 -2.3395
H43 0.6274 -4.4256 -1.8504
H44 4.6717 0.3207 -2.1168
H45 3.3072 -0.1015 -1.0173
H46 2.9159 0.7264 -2.5587
H47 4.8769 -0.9373 -4.0734

Question: Among the records above, which one has the highest electronic energy?
Answer: C4H9NO

Question: The highest charge belongs to which entry?
Answer: C40H47F9N4OSSb2SeZr